[1]
The following is a DFT calculation (ωB97M-V/def2-TZVPD) of 2 unconnected molecules or ions with the total composition C4H11NO.

## Properties
net charge	0
frontier orbital gap	10.47	eV

Each line ends with the natural charge from an NBO analysis.
Geometry (Å):
C (0.100, -1.182, 1.809)  -0.047
N (-0.723, -0.675, 1.008)  -0.407
C (-0.568, -0.910, -0.442)  -0.256
C (-0.676, 0.416, -1.173)  -0.401
C (0.245, 0.494, -2.404)  -0.601
H (0.912, -1.917, 1.717)  0.149
H (-0.080, -0.945, 2.856)  0.171
H (0.364, -1.448, -0.655)  0.164
H (-1.360, -1.641, -0.642)  0.204
H (-1.715, 0.512, -1.501)  0.204
H (-0.422, 1.257, -0.528)  0.201
H (0.039, 1.378, -3.008)  0.212
H (1.266, 0.540, -2.024)  0.198
H (0.192, -0.420, -2.995)  0.202
O (1.081, 1.276, 2.850)  -0.931
H (1.008, 1.506, 1.919)  0.468
H (0.333, 1.761, 3.214)  0.468

Forces on the atoms, in the same order (eV/Å):
C -0.7 -0.3 1.6
N 0.6 0.0 -0.9
C 0.1 -0.7 1.4
C -0.3 -0.2 -1.2
C 0.1 -0.3 0.7
H 0.0 0.3 -1.0
H 0.1 0.0 0.0
H 0.2 0.2 0.0
H -0.1 0.4 -0.6
H 0.1 0.4 0.2
H -0.2 -0.2 0.2
H 0.0 -0.2 0.0
H 0.2 0.1 -0.2
H -0.2 0.1 -0.2
O -0.1 0.5 0.0
H 0.2 -0.2 -0.1
H 0.0 -0.1 0.3

***

[2]
The following is a DFT calculation (ωB97M-V/def2-TZVPD) of 2 unconnected molecules or ions with the total composition C5H12OS.

## Properties
net charge	0
frontier orbital gap	3.24	eV

Each line ends with the natural charge from an NBO analysis.
Geometry (Å):
C (1.175, 0.131, 0.228)  -0.091
O (2.309, 0.852, -0.164)  -0.655
C (0.392, -0.416, -0.983)  -0.400
C (0.476, 0.514, -2.206)  -0.488
C (0.462, 1.971, -1.908)  -0.251
S (-1.230, -1.086, 1.759)  -0.189
C (-2.087, -1.678, 3.230)  -0.778
H (1.323, -0.784, 0.847)  0.232
H (0.554, 0.804, 0.830)  0.181
H (1.721, 1.694, -0.575)  0.430
H (-0.654, -0.494, -0.678)  0.234
H (0.742, -1.421, -1.228)  0.221
H (1.338, 0.248, -2.818)  0.229
H (-0.438, 0.248, -2.761)  0.260
H (-0.528, 2.374, -1.806)  0.203
H (1.170, 2.535, -2.491)  0.209
H (-1.369, -1.676, 4.054)  0.230
H (-2.403, -2.717, 3.108)  0.212
H (-2.954, -1.101, 3.563)  0.210

Forces on the atoms, in the same order (eV/Å):
C -0.8 -0.7 0.1
O -1.8 2.2 -0.9
C -0.5 -0.4 1.1
C 0.2 0.6 -0.1
C -0.3 -1.9 -1.8
S -0.1 0.1 0.2
C 0.0 -0.3 0.1
H 0.7 0.5 -0.1
H -0.4 -0.1 -0.1
H 2.3 -1.9 0.9
H 0.1 -0.1 -0.1
H 0.0 0.2 -0.2
H 0.1 0.1 0.2
H 0.0 0.2 0.0
H -0.1 0.6 0.8
H 0.3 0.6 0.3
H 0.1 0.0 0.0
H 0.1 0.0 -0.1
H 0.2 0.2 -0.3

***

[3]
The following is a DFT calculation (ωB97M-V/def2-TZVPD) of a molecular structure, C2H6BF4ORbS.

## Properties
net charge	+1
frontier orbital gap (alpha / beta)	7.22 / 2.40	eV
spin multiplicity	2

Each line ends with the Löwdin spin population.
Geometry (Å):
Rb (1.449, -0.845, 1.246)  0.000
B (1.249, -1.701, 4.596)  0.000
F (1.434, -0.393, 4.083)  0.000
F (1.899, -1.848, 5.781)  0.000
F (-0.085, -1.810, 4.902)  0.000
F (1.632, -2.586, 3.575)  0.000
C (-0.507, -0.399, -2.729)  0.056
S (-1.183, 0.688, -1.472)  0.246
O (-0.024, 0.679, -0.457)  0.633
C (-1.135, 2.242, -2.463)  0.052
H (0.100, -1.159, -2.236)  0.000
H (-0.010, 0.265, -3.436)  0.007
H (-1.425, -0.772, -3.182)  -0.001
H (-1.762, 2.018, -3.325)  0.000
H (-0.159, 2.459, -2.898)  0.005
H (-1.472, 3.162, -1.985)  0.000

Forces on the atoms, in the same order (eV/Å):
Rb 0.5 -0.6 1.6
B -0.8 0.4 1.3
F 0.5 0.9 -1.1
F 1.4 -0.3 0.2
F -1.4 -0.4 -0.7
F 0.3 -0.4 -0.8
C -1.3 -0.1 -0.3
S 2.6 1.4 0.1
O -1.7 0.7 -0.8
C -0.3 0.4 -0.2
H -0.1 0.1 -0.2
H 0.3 -0.3 0.2
H 0.3 -0.6 -0.3
H -0.4 -0.1 0.1
H 0.4 -0.6 0.5
H -0.3 -0.5 0.5

***

[4]
The following is a DFT calculation (ωB97M-V/def2-TZVPD) of 2 unconnected molecules or ions with the total composition C4H3NS.

## Properties
net charge	0
frontier orbital gap	8.38	eV

Each line ends with the natural charge from an NBO analysis.
Geometry (Å):
C (0.552, -1.061, -0.552)  -0.600
C (0.204, -0.100, 0.381)  0.123
C (-0.664, 0.529, 1.038)  -0.111
C (-1.136, 1.599, 1.751)  0.200
H (0.150, 0.890, -1.973)  0.165
H (0.139, -1.949, -0.373)  0.247
H (1.600, -1.325, -0.395)  0.249
N (-1.474, 2.325, 2.580)  -0.237
S (0.629, -0.908, -2.457)  -0.037

Forces on the atoms, in the same order (eV/Å):
C 4.9 0.0 -2.6
C -5.1 2.9 2.1
C 3.6 -1.1 -2.5
C -0.2 -0.3 1.4
H 1.0 -3.6 -1.7
H -2.4 -3.4 0.8
H 0.3 0.2 0.2
N -0.2 0.4 -0.4
S -1.8 4.9 2.5

***

[5]
The following is a DFT calculation (ωB97M-V/def2-TZVPD) of 13 unconnected molecules or ions with the total composition C44H92BCl24NO4S.

## Properties
net charge	0
frontier orbital gap	9.79	eV

Each line ends with the Löwdin charge.
Geometry (Å):
C (-4.936, 3.052, 3.524)  -0.101
C (-5.552, 3.668, 2.253)  -0.270
C (-4.556, 3.820, 1.098)  -0.230
C (-3.215, 4.446, 1.506)  -0.219
C (-2.551, 5.360, 0.446)  -0.183
C (-1.196, 4.871, -0.100)  -0.196
C (-1.330, 4.206, -1.481)  -0.222
C (-1.678, 2.709, -1.450)  -0.219
C (-0.466, 1.771, -1.587)  -0.227
C (0.405, 1.643, -0.315)  -0.179
C (1.092, 0.263, -0.122)  -0.197
C (0.565, -0.618, 1.035)  -0.190
C (1.688, -1.434, 1.706)  -0.210
C (1.914, -2.857, 1.177)  -0.224
C (0.894, -3.900, 1.626)  -0.213
C (1.347, -5.323, 1.246)  -0.217
C (0.751, -6.436, 2.114)  -0.220
C (1.373, -7.811, 1.871)  -0.216
C (0.695, -8.587, 0.741)  -0.184
C (1.415, -9.906, 0.462)  -0.240
O (1.250, -10.330, -0.904)  -0.326
S (0.080, -11.421, -1.165)  0.953
O (0.325, -12.545, -0.280)  -0.375
O (0.774, -11.773, -2.591)  -0.118
B (-0.009, -12.256, -3.645)  -0.840
N (0.505, -13.394, -4.418)  0.159
O (-1.207, -11.624, -3.890)  0.130
H (-4.664, 3.822, 4.250)  0.048
H (-4.033, 2.482, 3.300)  0.071
H (-5.643, 2.384, 4.019)  0.063
H (-6.361, 3.018, 1.913)  0.046
H (-5.990, 4.638, 2.503)  0.100
H (-4.382, 2.825, 0.675)  0.022
H (-5.027, 4.416, 0.308)  0.106
H (-3.339, 4.987, 2.450)  0.025
H (-2.505, 3.636, 1.703)  0.096
H (-3.242, 5.529, -0.386)  0.099
H (-2.386, 6.337, 0.914)  0.087
H (-0.501, 5.713, -0.181)  0.097
H (-0.735, 4.178, 0.609)  0.095
H (-2.094, 4.739, -2.053)  0.075
H (-0.399, 4.349, -2.045)  0.045
H (-2.355, 2.500, -2.288)  0.103
H (-2.247, 2.446, -0.554)  0.046
H (-0.860, 0.773, -1.818)  0.072
H (0.153, 2.057, -2.441)  0.074
H (-0.231, 1.859, 0.546)  0.094
H (1.199, 2.393, -0.380)  0.108
H (2.163, 0.423, 0.039)  0.096
H (0.999, -0.286, -1.064)  0.082
H (0.118, 0.043, 1.786)  0.102
H (-0.246, -1.262, 0.685)  0.103
H (1.494, -1.516, 2.780)  0.104
H (2.625, -0.878, 1.589)  0.097
H (2.014, -2.846, 0.085)  0.118
H (2.875, -3.206, 1.563)  0.103
H (0.828, -3.844, 2.720)  0.111
H (-0.098, -3.708, 1.208)  0.111
H (1.073, -5.511, 0.201)  0.114
H (2.437, -5.393, 1.314)  0.108
H (-0.325, -6.479, 1.971)  0.110
H (0.902, -6.154, 3.164)  0.109
H (1.293, -8.411, 2.786)  0.115
H (2.444, -7.717, 1.666)  0.112
H (0.679, -8.012, -0.187)  0.118
H (-0.332, -8.806, 1.048)  0.118
H (2.492, -9.793, 0.606)  0.126
H (1.094, -10.695, 1.144)  0.110
H (0.889, -13.037, -5.289)  -0.002
H (-0.283, -13.967, -4.701)  0.072
H (-1.369, -11.545, -4.830)  0.016
Cl (-1.318, -10.582, -7.148)  0.597
C (-0.026, -9.352, -7.256)  -0.628
C (1.286, -9.956, -7.686)  -0.636
Cl (1.925, -11.051, -6.434)  0.625
H (0.057, -8.883, -6.279)  0.075
H (-0.347, -8.608, -7.982)  0.075
H (2.021, -9.168, -7.836)  0.076
H (1.184, -10.529, -8.604)  0.070
Cl (-1.424, 7.339, -3.416)  0.566
C (0.056, 7.606, -4.368)  -0.661
C (0.872, 6.357, -4.581)  -0.673
Cl (1.626, 5.760, -3.082)  0.563
H (0.640, 8.367, -3.857)  0.066
H (-0.257, 7.992, -5.337)  0.071
H (1.682, 6.593, -5.267)  0.027
H (0.277, 5.548, -4.996)  0.075
Cl (-8.925, 3.870, 0.959)  0.574
C (-9.579, 2.798, -0.303)  -0.657
C (-8.820, 1.496, -0.365)  -0.636
Cl (-7.145, 1.724, -0.932)  0.621
H (-9.531, 3.331, -1.249)  0.067
H (-10.621, 2.600, -0.059)  0.072
H (-9.311, 0.820, -1.064)  0.074
H (-8.771, 1.025, 0.613)  0.066
Cl (-3.473, 7.263, 3.726)  0.587
C (-3.238, 6.779, 5.430)  -0.631
C (-1.814, 6.371, 5.692)  -0.661
Cl (-1.385, 4.842, 4.875)  0.541
H (-3.934, 5.971, 5.644)  0.061
H (-3.492, 7.640, 6.046)  0.074
H (-1.652, 6.186, 6.752)  -0.001
H (-1.120, 7.135, 5.349)  0.013
Cl (0.996, 6.621, 3.614)  0.567
C (2.376, 7.734, 3.742)  -0.652
C (2.651, 8.073, 5.183)  -0.655
Cl (1.333, 9.043, 5.903)  0.537
H (2.145, 8.627, 3.166)  0.068
H (3.246, 7.242, 3.303)  0.076
H (3.555, 8.667, 5.256)  0.068
H (2.762, 7.175, 5.784)  0.068
Cl (-4.023, 0.513, -0.223)  0.610
C (-4.886, -0.452, -1.446)  -0.695
C (-4.374, -1.860, -1.535)  -0.678
Cl (-2.710, -1.955, -2.181)  0.538
H (-4.792, 0.074, -2.394)  0.070
H (-5.935, -0.473, -1.155)  -0.006
H (-5.009, -2.435, -2.208)  0.077
H (-4.375, -2.333, -0.561)  -0.026
Cl (3.574, 4.682, -6.021)  0.561
C (5.339, 4.941, -6.078)  -0.643
C (6.100, 4.139, -5.061)  -0.679
Cl (5.802, 4.667, -3.390)  0.541
H (5.511, 6.006, -5.949)  0.068
H (5.665, 4.648, -7.075)  0.072
H (7.166, 4.262, -5.246)  0.073
H (5.848, 3.084, -5.115)  0.029
Cl (7.260, -3.370, 0.091)  0.537
C (8.223, -1.926, 0.487)  -0.670
C (7.476, -0.644, 0.227)  -0.679
Cl (7.197, -0.379, -1.513)  0.521
H (9.136, -1.974, -0.101)  0.065
H (8.477, -1.988, 1.544)  0.073
H (8.069, 0.195, 0.586)  0.048
H (6.509, -0.624, 0.722)  0.069
Cl (1.294, 2.921, 7.400)  0.538
C (0.041, 2.385, 8.547)  -0.664
C (-1.246, 3.152, 8.381)  -0.647
Cl (-1.068, 4.861, 8.864)  0.570
H (0.441, 2.499, 9.552)  0.065
H (-0.143, 1.330, 8.354)  0.072
H (-2.016, 2.718, 9.016)  0.073
H (-1.583, 3.140, 7.348)  0.041
Cl (6.596, 2.863, 0.052)  0.548
C (8.124, 3.717, -0.273)  -0.665
C (8.977, 3.884, 0.955)  -0.670
Cl (8.262, 5.010, 2.133)  0.541
H (7.876, 4.675, -0.723)  0.057
H (8.669, 3.118, -1.003)  0.073
H (9.944, 4.294, 0.671)  0.073
H (9.129, 2.935, 1.463)  0.061
Cl (-4.499, -4.384, 0.998)  0.582
C (-5.779, -4.229, 2.227)  -0.649
C (-6.848, -3.263, 1.802)  -0.653
Cl (-6.256, -1.583, 1.735)  0.577
H (-5.307, -3.919, 3.156)  0.070
H (-6.216, -5.217, 2.363)  0.074
H (-7.665, -3.289, 2.522)  0.073
H (-7.236, -3.516, 0.819)  0.069
Cl (3.711, 1.931, -3.747)  0.561
C (3.682, 0.183, -4.098)  -0.642
C (2.521, -0.218, -4.974)  -0.654
Cl (0.938, -0.070, -4.170)  0.590
H (3.671, -0.344, -3.146)  0.067
H (4.610, -0.051, -4.618)  0.072
H (2.636, -1.263, -5.258)  0.071
H (2.486, 0.391, -5.874)  0.066

Forces on the atoms, in the same order (eV/Å):
C -0.1 0.1 0.0
C 0.2 -0.3 0.1
C -0.1 0.0 0.1
C 0.2 -0.2 -0.2
C 0.1 0.1 0.6
C -0.2 0.1 -0.4
C 0.3 -0.1 0.1
C 0.3 0.1 -0.4
C -0.4 -0.5 0.5
C 0.0 -0.1 -0.4
C -0.2 0.0 -0.3
C 0.2 0.4 0.0
C -0.3 -0.3 -0.1
C 0.1 0.2 0.0
C 0.3 -0.3 0.0
C -0.3 -0.1 -0.2
C 0.4 0.4 0.3
C -0.3 -0.2 0.0
C 0.3 -0.3 0.1
C 0.1 0.3 0.2
O 0.0 0.0 0.3
S 0.5 -0.2 0.0
O -0.2 0.4 -0.3
O -0.5 -0.5 0.1
B 0.1 -0.1 -0.2
N -0.4 0.6 -0.1
O 0.5 0.2 0.6
H 0.1 -0.1 -0.1
H 0.0 -0.1 0.0
H 0.0 0.0 0.0
H -0.1 0.1 0.0
H 0.0 0.0 -0.1
H 0.0 0.3 0.0
H 0.0 0.0 0.0
H 0.1 -0.1 -0.2
H -0.1 0.0 0.2
H 0.0 0.0 0.0
H -0.1 0.0 -0.1
H -0.1 0.0 0.0
H 0.0 0.0 0.0
H 0.0 0.1 0.1
H -0.2 -0.2 0.1
H 0.1 -0.1 0.0
H 0.1 0.1 0.0
H 0.0 0.0 0.0
H -0.1 0.1 0.0
H 0.1 0.1 0.1
H -0.2 0.1 0.3
H -0.1 0.0 0.0
H 0.2 0.0 0.0
H 0.1 0.0 0.0
H 0.0 0.0 0.0
H 0.0 0.1 0.0
H -0.1 0.0 0.1
H -0.1 0.0 0.0
H 0.1 0.1 -0.1
H -0.2 0.0 -0.1
H 0.0 0.1 0.1
H 0.2 0.0 0.0
H 0.0 0.1 0.0
H -0.3 -0.1 0.0
H 0.0 0.0 -0.1
H 0.0 0.0 0.0
H 0.0 0.1 0.0
H 0.0 0.1 0.1
H -0.1 0.2 -0.2
H 0.0 0.0 -0.2
H 0.0 -0.1 0.0
H 0.3 -0.3 0.0
H 0.0 -0.1 -0.1
H -0.4 -0.3 -0.4
Cl -0.1 0.0 -0.1
C 0.0 0.1 0.0
C -0.1 0.0 0.0
Cl 0.2 0.1 0.0
H 0.0 0.0 0.0
H 0.0 0.0 0.0
H 0.0 0.0 0.0
H 0.0 0.0 0.0
Cl 0.0 0.0 0.0
C 0.0 0.1 0.0
C 0.0 0.0 0.0
Cl 0.0 0.1 0.0
H 0.0 0.0 0.0
H 0.0 0.0 0.0
H 0.0 0.0 0.0
H 0.0 0.0 0.0
Cl -0.1 0.1 0.0
C 0.0 0.0 0.0
C 0.0 0.0 0.0
Cl -0.3 0.2 0.1
H 0.0 0.0 0.0
H 0.0 0.0 0.0
H 0.0 0.0 0.0
H 0.0 0.0 0.0
Cl -0.1 0.1 0.1
C 0.0 0.0 0.0
C 0.1 0.0 0.1
Cl -0.2 -0.1 0.0
H 0.0 0.0 0.0
H 0.0 0.0 0.0
H -0.1 0.1 0.0
H 0.0 -0.1 0.0
Cl 0.1 0.0 -0.2
C 0.0 0.0 0.0
C 0.0 0.0 0.0
Cl 0.0 0.0 0.0
H 0.0 0.0 0.0
H -0.1 0.0 0.1
H 0.1 0.1 0.0
H 0.0 0.0 0.0
Cl 0.0 -0.3 0.0
C 0.0 -0.1 -0.1
C 0.0 0.0 -0.1
Cl 0.0 0.0 0.0
H 0.0 0.0 0.0
H 0.1 -0.1 0.0
H 0.0 0.0 0.0
H 0.1 0.0 0.1
Cl 0.1 0.0 0.0
C 0.0 0.2 -0.2
C 0.1 -0.1 0.0
Cl 0.0 0.1 0.1
H 0.0 0.0 0.0
H 0.0 0.0 0.0
H 0.0 0.0 0.0
H 0.0 0.0 0.0
Cl -0.1 0.0 0.0
C 0.1 0.0 0.0
C 0.0 0.0 0.0
Cl 0.0 0.0 -0.1
H 0.0 0.0 0.0
H 0.0 0.0 0.0
H 0.0 0.0 0.0
H 0.0 0.0 0.0
Cl 0.0 0.0 0.0
C 0.0 0.0 0.0
C -0.1 -0.1 -0.1
Cl 0.0 0.0 0.1
H 0.0 0.0 0.0
H 0.0 0.0 0.0
H 0.0 0.0 0.0
H 0.0 0.0 0.0
Cl 0.0 0.1 0.1
C 0.0 -0.1 -0.2
C 0.1 0.0 0.0
Cl 0.0 0.0 0.1
H 0.0 0.0 0.0
H 0.0 0.0 0.0
H 0.0 0.0 0.0
H 0.0 0.0 0.0
Cl 0.1 -0.1 0.1
C 0.1 -0.1 0.1
C -0.2 0.1 0.0
Cl 0.0 0.0 0.0
H 0.0 0.0 0.0
H 0.0 0.0 0.0
H 0.0 0.0 0.0
H 0.0 0.0 0.0
Cl -0.1 -0.1 0.1
C 0.0 0.0 0.1
C 0.0 -0.1 -0.1
Cl 0.1 0.0 0.0
H 0.0 0.0 0.0
H 0.0 0.0 0.0
H 0.0 0.0 0.0
H 0.0 0.0 0.0

***

The F_max results, record by record, are as follows: 1.761 3.085 2.976 6.285 0.780 eV/Å.
The ΔE to the lowest compared entry with this formula, charge and spin results, record by record, are as follows: 1.729 6.817 0.412 4.082 0.000 eV.
The DFT total energy results, record by record, are as follows: -7862.8243 -18255.6488 -27251.5628 -16516.1675 -368856.1516 eV.